[1]
The following is a DFT calculation (ωB97M-V/def2-TZVPD) of a structure of composition C44H48N11S3V at a distorted geometry.

Last column: Mulliken charge in e.
CARTESIAN COORDINATES (ANGSTROEM)
V  -0.328  -0.360  -0.255  0.257
N  -1.068  -1.454  1.639  -0.543
C  -1.021  -0.915  3.002  -0.769
C  -1.889  0.341  3.071  -1.075
N  -1.389  1.349  2.151  1.067
C  -0.254  2.082  2.681  -1.140
C  0.776  2.408  1.596  -1.004
N  1.018  1.238  0.750  -0.074
C  -2.382  2.182  1.496  -1.308
C  -2.174  2.258  -0.021  -0.363
N  -2.099  0.909  -0.588  -0.476
H  -2.014  -1.763  1.435  0.225
H  -0.472  -2.270  1.552  -0.079
H  0.019  -0.674  3.236  0.339
H  -1.378  -1.632  3.749  0.552
H  -1.940  0.705  4.107  0.344
H  -2.899  0.055  2.769  0.442
H  0.229  1.469  3.444  0.386
H  -0.571  3.016  3.169  0.396
H  1.692  2.758  2.085  0.489
H  0.411  3.229  0.977  0.366
H  1.571  0.550  1.255  0.207
H  1.548  1.495  -0.076  0.051
H  -2.380  3.202  1.905  0.322
H  -3.377  1.766  1.673  0.379
H  -1.236  2.764  -0.252  0.011
H  -2.996  2.845  -0.445  0.533
H  -2.012  0.951  -1.599  0.155
H  -2.952  0.396  -0.385  0.290
N  1.262  -1.464  -0.061  0.662
S  2.119  -2.445  -0.717  0.931
N  2.054  -2.811  -2.339  0.265
S  2.740  -1.930  -3.418  0.397
N  2.533  -0.390  -3.380  0.255
S  1.027  0.342  -3.200  0.729
N  0.408  0.496  -1.888  0.658
C  -0.113  -0.329  -4.431  0.349
C  -0.305  0.284  -5.661  -0.396
C  -1.366  -0.129  -6.456  -0.910
C  -2.218  -1.133  -6.019  -1.042
C  -2.000  -1.756  -4.797  -0.848
C  -0.945  -1.351  -3.997  1.426
C  1.474  1.934  -3.892  -0.247
C  2.521  2.101  -4.786  0.055
C  2.769  3.363  -5.305  -0.821
C  1.972  4.436  -4.933  -0.593
C  0.930  4.258  -4.031  -0.781
C  0.681  3.003  -3.504  -0.478
C  4.497  -2.153  -3.401  0.520
C  5.379  -1.084  -3.409  -0.011
C  6.738  -1.347  -3.385  -0.782
C  7.201  -2.656  -3.368  -0.639
C  6.303  -3.718  -3.383  -0.751
C  4.945  -3.469  -3.399  -0.835
C  2.276  -2.651  -4.968  0.914
C  2.743  -2.025  -6.116  -0.773
C  2.376  -2.528  -7.348  -0.712
C  1.550  -3.644  -7.424  -0.672
C  1.111  -4.274  -6.268  -0.788
C  1.478  -3.782  -5.027  -0.068
C  3.838  -2.055  -0.318  0.182
C  4.749  -3.016  0.088  -0.231
C  5.990  -2.610  0.560  -0.896
C  6.311  -1.262  0.610  -0.736
C  5.396  -0.308  0.181  -0.916
C  4.148  -0.703  -0.268  -0.057
C  1.916  -4.086  -0.042  -0.212
C  1.885  -5.226  -0.830  -0.014
C  1.709  -6.461  -0.222  -0.796
C  1.578  -6.543  1.156  -0.630
C  1.596  -5.392  1.935  -1.003
C  1.757  -4.155  1.336  -0.304
H  0.352  1.076  -5.992  0.468
H  -1.532  0.354  -7.410  0.479
H  -3.062  -1.431  -6.628  0.449
H  -2.659  -2.550  -4.465  0.196
H  -0.764  -1.795  -3.028  -0.628
H  3.133  1.251  -5.054  0.241
H  3.584  3.508  -6.001  0.467
H  2.166  5.420  -5.340  0.396
H  0.308  5.094  -3.740  0.461
H  -0.110  2.829  -2.786  0.425
H  4.991  -0.074  -3.416  0.422
H  7.440  -0.524  -3.379  0.479
H  8.264  -2.850  -3.342  0.433
H  6.663  -4.737  -3.384  0.486
H  4.222  -4.277  -3.404  0.320
H  3.381  -1.152  -6.031  0.190
H  2.729  -2.050  -8.251  0.477
H  1.244  -4.019  -8.392  0.429
H  0.470  -5.143  -6.331  0.506
H  1.139  -4.242  -4.109  0.367
H  4.493  -4.067  0.046  0.552
H  6.702  -3.352  0.897  0.473
H  7.274  -0.951  0.995  0.435
H  5.651  0.744  0.202  0.533
H  3.399  0.014  -0.581  0.315
H  1.993  -5.130  -1.901  0.193
H  1.681  -7.357  -0.827  0.482
H  1.458  -7.509  1.628  0.417
H  1.495  -5.456  3.010  0.470
H  1.775  -3.239  1.914  0.637
N  -1.420  -1.699  -1.038  -0.101
C  -2.170  -2.547  -1.361  1.145
N  -2.999  -3.447  -1.658  -0.929
C  -3.221  -4.162  -2.725  0.560
N  -3.458  -4.828  -3.645  -0.630

Forces on the atoms, in the same order (eV/Å):
-0.726 2.271 2.409
-0.026 0.118 0.219
-0.197 0.089 -0.019
0.277 -0.128 -0.121
-0.261 0.211 0.358
0.056 -0.062 -0.278
-0.130 0.000 0.156
0.207 0.006 0.263
0.180 -0.089 -0.255
-0.100 0.042 0.181
-0.306 0.338 0.049
0.032 -0.077 -0.061
-0.033 -0.053 -0.029
-0.008 -0.019 0.033
0.074 0.007 0.010
-0.056 -0.052 0.006
-0.038 0.068 0.040
-0.005 -0.014 0.007
0.057 -0.010 0.052
-0.035 0.085 -0.035
0.029 -0.042 -0.070
0.106 0.048 -0.052
0.009 -0.035 -0.021
-0.072 0.001 -0.006
0.001 0.010 0.051
-0.025 0.014 -0.046
0.068 0.021 -0.030
-0.100 -0.002 -0.032
-0.021 -0.018 -0.078
1.961 -1.455 -0.392
-0.003 0.424 0.996
0.145 -0.068 -0.208
-0.447 0.516 0.584
0.079 -0.477 -0.337
-0.471 0.577 0.288
0.947 0.404 -1.859
0.269 0.117 -0.080
0.135 -0.013 -0.045
0.030 0.028 -0.032
0.003 0.009 -0.015
-0.051 -0.051 -0.023
0.324 -0.040 0.003
0.207 -0.210 -0.086
0.018 -0.051 0.017
0.008 -0.015 -0.023
-0.033 0.055 0.041
0.034 -0.007 -0.023
-0.055 -0.144 0.063
0.259 0.079 -0.125
-0.312 0.060 0.041
0.172 -0.040 -0.005
-0.079 0.055 0.007
0.068 -0.016 -0.013
-0.267 0.036 0.008
-0.181 -0.167 -0.017
0.070 0.179 0.191
-0.005 -0.017 -0.065
-0.009 0.008 0.073
-0.042 -0.047 -0.158
-0.046 0.102 0.318
-0.074 -0.207 0.035
-0.019 -0.035 -0.161
0.042 -0.022 -0.020
0.027 0.014 -0.006
-0.022 0.006 -0.032
-0.102 -0.007 -0.098
0.023 -0.200 -0.443
0.068 0.071 0.003
0.021 -0.016 -0.002
-0.016 -0.018 0.020
0.024 0.008 -0.003
0.056 0.155 -0.065
-0.069 0.025 -0.037
-0.010 -0.015 -0.002
0.026 -0.012 -0.020
0.063 0.025 -0.087
-0.026 0.023 -0.183
-0.004 0.058 -0.051
0.004 0.005 0.007
0.002 -0.008 -0.017
0.025 0.023 -0.004
-0.032 0.051 -0.017
0.044 0.010 0.023
-0.001 0.000 0.006
0.004 -0.002 -0.022
0.003 -0.001 0.014
0.081 -0.060 0.004
-0.014 0.008 -0.076
-0.009 0.013 0.005
0.021 -0.030 0.007
-0.004 0.009 0.019
-0.081 -0.017 -0.046
0.022 0.001 0.044
0.001 0.007 0.000
0.010 -0.008 -0.028
0.003 -0.006 0.046
0.033 0.051 0.031
-0.004 -0.100 0.025
-0.018 -0.006 0.012
-0.023 0.000 -0.002
-0.026 -0.027 0.001
0.013 -0.042 0.060
-1.948 -2.347 -0.898
0.560 0.274 -0.299
-0.716 -0.284 0.635
0.347 0.025 -0.211
0.010 0.050 0.001

Computed properties:
net charge: +1
gap between HOMO and LUMO (alpha / beta): 5.38 / 7.67 eV
multiplicity: 4
<S²>: 3.76
energy above the lowest of the compared OMol25 structures with the same formula, charge and spin: 40.7 kcal/mol
lowest unoccupied orbital energy (alpha / beta): -2.439 / -2.436 eV
HOMO level (alpha / beta): -7.82 / -10.10 eV

[2]
The following is a DFT calculation (ωB97M-V/def2-TZVPD) of a structure of composition C44H48N8O2Sb2Y at a distorted geometry.

Last column: Mulliken charge in e.
CARTESIAN COORDINATES (ANGSTROEM)
Y  1.294  -0.757  0.783  1.111
C  -2.749  -1.836  1.515  -1.014
C  -2.976  -2.456  0.281  -0.692
C  -1.964  -3.138  -0.344  0.076
C  -0.697  -3.202  0.279  1.806
N  -0.429  -2.442  1.351  -0.726
C  -1.462  -1.841  1.981  -0.702
N  0.291  -4.069  -0.167  0.287
C  1.617  -4.000  0.269  -0.884
N  2.180  -2.788  0.521  0.440
C  3.521  -2.951  0.732  -0.477
N  4.424  -2.023  0.980  -0.444
C  4.243  -0.816  1.559  0.254
C  5.354  0.070  1.541  -0.349
C  5.338  1.207  2.289  -0.438
C  4.219  1.492  3.097  -0.727
C  3.158  0.643  3.027  -0.441
N  3.108  -0.458  2.227  -0.424
C  3.823  -4.358  0.587  0.022
C  5.039  -5.021  0.713  -0.208
C  5.052  -6.390  0.560  -0.730
C  3.858  -7.085  0.298  -0.845
C  2.649  -6.436  0.173  -0.701
C  2.617  -5.034  0.310  1.341
H  -3.544  -1.361  2.072  0.470
H  -3.947  -2.412  -0.195  0.564
H  -2.144  -3.595  -1.305  -0.097
H  -1.201  -1.368  2.922  0.899
H  6.212  -0.226  0.955  0.500
H  6.194  1.870  2.287  0.440
H  4.195  2.342  3.764  0.493
H  2.281  0.810  3.642  0.632
H  5.939  -4.459  0.924  0.540
H  5.980  -6.939  0.646  0.424
H  3.885  -8.161  0.195  0.443
H  1.768  -7.029  -0.016  0.324
C  -3.047  1.174  -0.616  -1.187
Sb  -1.046  0.618  -1.141  -0.233
C  -0.356  2.601  -1.499  -1.292
C  -1.503  0.175  -3.217  -1.814
C  -2.213  -1.140  -3.392  1.088
C  -3.581  -1.214  -3.129  -0.474
C  -4.284  -2.406  -3.217  -1.000
C  -3.618  -3.562  -3.599  -0.704
C  -2.266  -3.496  -3.900  -1.010
C  -1.543  -2.306  -3.804  1.383
C  -0.093  -2.319  -4.180  -1.961
Sb  1.302  -1.918  -2.561  0.314
C  2.644  -3.503  -3.093  -1.197
C  -0.082  -5.220  -0.989  -0.813
H  -3.384  1.983  -1.262  0.601
H  -3.076  1.506  0.422  0.074
H  -3.713  0.321  -0.728  0.351
H  -0.958  3.035  -2.299  0.580
H  0.692  2.572  -1.791  0.355
H  -0.469  3.212  -0.604  0.224
H  -0.577  0.235  -3.786  0.575
H  -2.135  1.013  -3.516  0.739
H  -4.110  -0.305  -2.864  0.525
H  -5.348  -2.425  -3.019  0.474
H  -4.152  -4.498  -3.697  0.433
H  -1.753  -4.388  -4.243  0.392
H  0.135  -1.578  -4.951  0.606
H  0.179  -3.294  -4.583  0.598
H  2.097  -4.325  -3.554  0.349
H  3.176  -3.864  -2.213  0.265
H  3.373  -3.118  -3.806  0.520
H  0.408  -5.176  -1.962  0.227
H  -1.155  -5.250  -1.129  0.406
H  0.198  -6.137  -0.485  0.191
C  -1.844  7.230  -1.433  -1.533
C  -2.199  6.684  -0.077  0.651
C  -3.003  5.561  0.064  -0.620
C  -3.336  5.046  1.310  -0.188
C  -2.842  5.654  2.453  -0.199
N  -3.125  5.178  3.763  -0.050
C  -3.371  3.897  4.200  0.182
O  -4.068  3.668  5.161  -0.650
N  -2.736  2.830  3.544  -0.067
C  -1.459  2.758  2.977  0.675
C  -0.532  3.796  2.956  -0.527
C  0.668  3.598  2.302  -1.523
C  0.954  2.362  1.754  -0.506
N  0.115  1.323  1.854  1.402
C  -1.073  1.539  2.427  -1.155
C  -2.051  6.793  2.334  -0.066
C  -1.740  7.300  1.085  -0.727
H  -2.293  6.635  -2.228  0.343
H  -0.763  7.234  -1.586  0.341
H  -2.193  8.257  -1.548  0.392
H  -3.400  5.085  -0.823  0.351
H  -3.992  4.189  1.388  0.446
H  -3.451  5.862  4.431  0.287
H  -3.120  1.959  3.879  0.232
H  -0.749  4.741  3.426  0.733
H  1.394  4.396  2.229  0.581
H  1.882  2.191  1.223  0.333
H  -1.762  0.704  2.450  -0.030
H  -1.671  7.275  3.227  0.433
H  -1.124  8.188  1.014  0.408
C  3.235  1.074  -1.176  -1.321
O  2.095  0.464  -0.638  0.680
H  3.442  2.031  -0.681  0.280
H  3.124  1.271  -2.248  0.372
H  4.119  0.440  -1.052  0.292

Forces on the atoms, in the same order (eV/Å):
-0.903 0.988 -0.194
-0.013 -0.080 0.022
-0.020 0.002 -0.008
0.017 -0.012 0.030
0.121 -0.318 -0.071
-0.265 -0.100 0.206
0.066 0.017 -0.052
-0.055 -0.019 0.234
-0.019 0.029 -0.140
0.208 -0.517 0.042
0.110 -0.069 0.054
-0.064 0.132 0.005
0.110 -0.327 -0.032
0.049 -0.047 0.049
0.014 0.075 0.027
0.105 -0.041 0.022
-0.076 -0.203 0.035
0.242 0.021 0.155
0.122 0.083 -0.004
0.014 0.001 -0.010
-0.054 -0.056 -0.016
0.042 0.042 0.013
0.040 0.046 0.006
-0.112 -0.027 -0.020
-0.001 0.007 -0.013
-0.004 0.000 0.020
-0.004 0.003 0.013
0.012 0.104 -0.043
0.001 0.011 0.003
-0.006 0.002 0.002
0.017 0.006 -0.008
-0.053 0.039 -0.074
-0.007 0.000 0.005
-0.003 -0.004 0.001
0.013 -0.002 0.000
0.003 -0.004 0.012
-0.010 -0.044 0.063
-0.202 -0.130 -0.005
-0.034 0.022 -0.055
-0.070 -0.136 0.011
0.086 0.066 0.001
-0.013 -0.013 0.021
0.033 0.005 -0.022
0.012 0.056 -0.006
-0.038 -0.031 0.014
0.043 0.030 -0.009
0.034 0.061 -0.109
-0.056 -0.063 -0.239
0.074 -0.039 0.040
0.024 0.095 -0.048
-0.049 0.069 -0.033
-0.011 0.049 -0.003
-0.001 0.005 0.032
0.040 0.029 0.003
-0.004 0.015 0.012
0.000 -0.015 0.036
0.006 0.008 -0.005
-0.032 -0.052 -0.075
-0.009 0.002 -0.003
0.000 0.001 0.002
0.001 -0.004 0.008
-0.001 -0.004 0.002
-0.095 -0.006 -0.010
-0.011 0.009 -0.036
0.019 -0.020 0.002
0.006 0.004 -0.004
0.004 -0.045 -0.017
0.013 -0.017 0.005
-0.021 0.007 -0.029
-0.020 0.002 0.000
-0.015 -0.020 -0.015
-0.022 -0.011 -0.003
0.013 -0.066 -0.010
0.035 0.012 0.005
0.003 -0.030 0.113
-0.007 -0.162 -0.022
0.392 0.148 0.091
-0.177 -0.043 0.009
0.013 0.195 -0.214
-0.216 -0.045 0.112
-0.055 0.054 -0.040
0.037 -0.025 0.008
0.096 0.043 -0.061
0.016 0.051 0.080
0.113 -0.030 -0.030
0.054 0.008 -0.065
0.025 0.048 0.037
0.006 0.007 0.016
-0.006 0.001 0.014
0.001 0.003 0.016
-0.025 -0.058 -0.055
-0.002 -0.049 0.016
-0.104 -0.023 -0.039
0.026 -0.004 0.014
0.013 0.017 0.024
-0.006 0.002 0.004
-0.008 -0.015 -0.006
-0.011 -0.026 0.003
-0.011 0.000 0.006
-0.006 -0.003 -0.004
-0.018 -0.025 -0.074
0.534 0.307 0.287
0.001 0.021 -0.016
-0.090 -0.010 -0.002
0.033 0.028 -0.015

Computed properties:
net charge: +1
gap between HOMO and LUMO (alpha / beta): 5.37 / 6.34 eV
energy above the lowest of the compared OMol25 structures with the same formula, charge and spin: 54.8 kcal/mol
lowest unoccupied orbital energy (alpha / beta): -3.142 / -3.317 eV
HOMO level (alpha / beta): -8.51 / -9.65 eV